No. 1
Here is the molecule C8H11BCl2I2O in a non-equilibrium geometry from the Open Molecules 2025 dataset. Energies are from ωB97M-V/def2-TZVPD.

Results
Spin multiplicity: 1
Total charge: 0
SMILES: C/C(Cl)=C(/Cl)B(CCCI)CC(=O)I
Frontier orbital gap (eV): 9.00

```
25
Properties=species:S:1:pos:R:3:forces:R:3
C -0.2711 2.0030 1.6051 -0.1 -0.2 0.0
C 0.7960 2.3123 0.6177 0.5 0.3 -0.5
Cl 1.6896 3.7675 0.9541 0.0 -0.1 0.0
C 1.0969 1.5469 -0.4287 -0.5 0.0 0.4
Cl 2.3988 1.8897 -1.5035 0.1 -0.1 -0.2
B 0.3000 0.2118 -0.6998 0.5 0.0 -0.1
C 0.8028 -1.0667 0.0455 -1.1 0.2 0.2
C -0.2246 -2.1979 0.2040 0.7 -0.2 0.3
C 0.0213 -2.9894 1.4912 -0.2 0.3 -0.5
I -1.0937 -2.1834 3.1262 0.1 0.0 0.0
C -0.9643 0.2246 -1.6483 0.1 0.5 0.1
C -0.6756 0.9682 -2.9173 0.4 -0.9 -1.6
O -0.2330 0.4705 -3.9168 -0.5 0.7 1.3
I -1.1646 3.0838 -2.9176 0.1 -0.1 0.1
H -1.1100 1.4794 1.1591 -0.1 -0.2 -0.2
H -0.6531 2.9106 2.0436 -0.1 0.3 0.1
H 0.1201 1.3784 2.4004 0.1 -0.1 0.3
H 1.0708 -0.7188 1.0433 0.3 0.1 0.2
H 1.7248 -1.4270 -0.3989 0.3 0.0 -0.2
H -0.1188 -2.9046 -0.6125 -0.2 -0.1 -0.3
H -1.2322 -1.8089 0.2055 -0.3 0.0 -0.1
H 1.0647 -2.9374 1.7522 0.3 0.0 0.3
H -0.2557 -4.0247 1.3820 -0.3 -0.3 0.2
H -1.3474 -0.7627 -1.8655 0.1 -0.3 -0.3
H -1.7417 0.7746 -1.1209 -0.1 0.1 0.2
```
Forces are in eV/Å.

---

No. 2
Here is the molecule C8H11Br in a non-equilibrium geometry from the Open Molecules 2025 dataset. Energies are from ωB97M-V/def2-TZVPD.

Results
Spin multiplicity: 1
Total charge: 0
SMILES: CC#C[C@]1(Br)CC1(C)C
Frontier orbital gap (eV): 9.62
Energy relative to the best compared isomer or geometry (same formula, charge and spin) (eV): 2.478

```
20
Properties=species:S:1:pos:R:3:forces:R:3
C -0.5382 -3.6387 -1.0143 -4.4 0.7 -0.2
C -0.0189 -2.4451 -0.4939 0.6 1.7 1.0
C 0.3859 -1.4536 0.0426 0.0 0.4 0.6
C 0.8433 -0.3378 0.8049 2.0 1.0 1.0
Br 2.8972 -0.6526 1.2798 -1.8 0.4 -0.4
C 0.0513 0.3906 1.8809 0.4 0.1 -1.2
C 0.3503 1.1184 0.5867 1.1 -1.3 -1.2
C -0.5700 1.2257 -0.5739 -2.1 -2.0 1.6
C 1.2756 2.2870 0.4582 2.7 1.3 2.1
H -1.1586 -4.1708 -0.1724 0.3 1.1 -2.0
H 0.2130 -4.2800 -1.1488 3.1 -2.7 -1.0
H -1.0160 -3.3704 -2.0461 0.2 -1.1 2.0
H -0.9215 0.0300 2.0480 -1.3 -0.5 -0.1
H 0.4779 0.7164 2.8112 0.7 0.1 0.0
H -0.1404 1.6461 -1.3856 2.1 0.5 -2.9
H -1.2250 1.9915 -0.3831 -2.2 2.0 1.0
H -1.2066 0.3846 -0.8506 0.4 -0.3 0.1
H 1.8654 2.4067 -0.4869 -0.6 -0.9 0.6
H 2.0563 2.2503 1.3199 -1.2 0.2 -1.5
H 0.7832 3.2834 0.5324 -0.2 -0.8 0.3
```
Forces are in eV/Å.

---

No. 3
Here is a structure of composition C8H11Br3F5NO3S from the Open Molecules 2025 dataset. Energies are from ωB97M-V/def2-TZVPD.

Results
Spin multiplicity: 1
Total charge: 0
Frontier orbital gap (eV): 9.75

```
32
Properties=species:S:1:pos:R:3:forces:R:3
C -2.9559 -1.5977 -0.2676 0.1 0.1 -0.1
C -2.7997 -2.2193 -1.6563 0.8 0.0 0.0
C -1.4066 -1.9158 -2.1969 -0.7 0.1 -0.3
O -0.4794 -2.6689 -1.4308 0.3 0.4 0.0
C 0.8490 -2.5144 -1.7753 0.0 -0.4 0.5
O 1.2596 -1.1681 -2.0940 -0.1 -0.3 0.1
C 1.7580 -0.4748 -1.0589 0.1 -0.2 -0.4
O 2.8478 -0.0091 -1.0736 0.1 0.3 0.0
N 0.8372 -0.3496 0.0759 0.3 0.6 0.4
S 1.6239 -1.2353 1.4096 0.2 -0.3 0.0
C 0.6301 1.0281 0.4499 -0.2 -0.3 0.3
F -0.3466 1.0183 1.4083 0.3 0.0 -0.2
F 1.7003 1.6424 0.9988 -0.2 -0.3 -0.5
C 0.1044 1.9395 -0.7000 -0.2 0.1 0.0
F 1.1009 2.4007 -1.4520 -0.2 -0.2 0.1
F -0.7542 1.2617 -1.4723 0.2 0.2 0.0
F -0.5494 2.9775 -0.1704 0.3 -0.2 -0.1
H -3.6515 -2.1423 0.3662 -0.2 0.1 0.0
H -1.9999 -1.5679 0.2550 0.1 -0.2 0.0
H -3.2707 -0.5589 -0.3708 -0.2 0.0 0.1
H -3.5172 -1.8000 -2.3598 -0.2 -0.2 0.0
H -2.8884 -3.3052 -1.6340 -0.3 0.0 0.0
H -1.3268 -2.1438 -3.2655 0.1 -0.2 0.0
H -1.2415 -0.8466 -2.0939 0.3 0.0 0.1
H 1.1329 -3.1393 -2.6234 -0.1 0.4 -0.4
H 1.4322 -2.8550 -0.9173 -0.1 -0.1 0.0
H 0.9733 -0.6775 2.4382 -0.3 0.1 -0.2
C 2.1936 4.1251 4.3540 0.0 0.0 0.0
Br 3.9418 4.0928 3.5501 0.0 0.0 0.0
Br 1.6127 5.9249 4.7138 0.0 0.0 0.0
Br 0.9198 3.1591 3.2883 -0.1 0.3 0.4
H 2.2702 3.6195 5.3048 0.0 0.0 0.0
```
Forces are in eV/Å.